[1]
DFT (wB97M-V/def2-TZVPD) results for a structure of composition C48H26F9N6O7SY.

The total charge is -2. Its gap between HOMO and LUMO is 4.3 eV.

Each line ends with the Löwdin charge.
Geometry (Å):
Y: -1.2339 -0.1539 -1.1726  1.472
O: -1.1326 1.4644 -2.9158  -0.082
C: -0.2192 2.1465 -3.3806  -0.175
C: 1.1287 2.2099 -2.9085  -0.127
C: 2.0539 2.9134 -3.6815  0.044
C: 3.3800 2.9000 -3.3389  -0.162
C: 3.8375 2.1129 -2.2659  -0.001
C: 2.9416 1.4428 -1.4834  0.009
C: 1.5406 1.5166 -1.7258  -0.323
O: 0.6923 0.9907 -0.9245  -0.168
N: 4.3207 3.6825 -4.1183  -0.360
O: 5.4753 3.7380 -3.7371  0.062
O: 3.9043 4.2759 -5.1049  0.032
H: -0.4359 2.7590 -4.2724  0.135
H: 1.7315 3.4583 -4.5593  0.125
H: 4.9016 2.0125 -2.1005  0.093
H: 3.2809 0.7978 -0.6842  0.126
O: -3.1440 -1.2679 -0.3095  -0.632
S: -3.1702 -2.7091 0.1710  1.003
C: -4.8694 -2.8344 0.8265  -0.295
C: -4.8269 -2.6510 2.3509  -0.227
C: -3.4999 -1.9709 2.6879  -0.232
C: -2.4731 -2.6903 1.8328  -0.321
H: -5.3031 -3.7839 0.5150  0.082
H: -5.3820 -2.0226 0.3117  0.089
H: -4.8512 -3.6324 2.8311  0.107
H: -5.6924 -2.0908 2.7065  0.107
H: -3.2546 -2.0348 3.7488  0.106
H: -3.5113 -0.9156 2.4058  0.102
H: -2.3488 -3.7385 2.1174  0.103
H: -1.4998 -2.2096 1.7696  0.065
O: -2.1590 1.5692 1.6869  0.025
C: -2.8864 1.9659 0.7239  -0.327
N: -2.8884 1.5004 -0.4965  0.093
C: -3.9490 2.0919 -1.1995  -0.388
O: -4.2862 1.8444 -2.3239  0.134
C: -4.6166 3.0747 -0.2677  -0.081
C: -5.6863 3.9246 -0.4323  -0.002
C: -6.0604 4.7031 0.6621  -0.078
C: -5.3798 4.6164 1.8723  -0.078
C: -4.3021 3.7468 2.0288  0.002
C: -3.9467 2.9890 0.9336  -0.075
H: -6.2091 3.9791 -1.3781  0.119
H: -6.8938 5.3882 0.5723  0.098
H: -5.6927 5.2350 2.7035  0.099
H: -3.7640 3.6689 2.9640  0.119
C: -1.1285 0.4335 1.4173  -0.054
C: -0.2636 0.5575 2.3875  -0.006
C: 0.6056 0.6839 3.3655  -0.141
C: 1.7681 1.6047 3.2709  -0.168
C: 2.2842 1.9553 2.0248  -0.003
C: 3.3433 2.8436 1.9310  -0.066
C: 3.9030 3.3954 3.0769  -0.102
C: 3.3907 3.0578 4.3199  -0.101
C: 2.3298 2.1676 4.4164  -0.050
C: 0.3950 -0.1454 4.5856  -0.176
C: -0.8923 -0.3572 5.0801  -0.037
C: -1.1109 -1.1872 6.1686  -0.100
C: -0.0420 -1.8208 6.7887  -0.111
C: 1.2434 -1.6167 6.3068  -0.089
C: 1.4607 -0.7859 5.2175  -0.033
H: 1.8425 1.5227 1.1348  0.093
H: 3.7404 3.0992 0.9575  0.098
H: 4.7366 4.0820 2.9971  0.094
H: 3.8154 3.4873 5.2196  0.093
H: 1.9279 1.9161 5.3901  0.108
H: -1.7212 0.1372 4.5867  0.110
H: -2.1189 -1.3385 6.5367  0.094
H: -0.2100 -2.4704 7.6389  0.091
H: 2.0828 -2.1178 6.7734  0.098
H: 2.4635 -0.6475 4.8340  0.121
F: 1.5023 -5.0820 -4.4852  0.089
C: 1.9626 -3.8169 -4.4756  -0.160
C: 3.3201 -3.6218 -4.3034  -0.154
F: 4.0911 -4.7158 -4.1597  0.084
C: 3.9067 -2.3542 -4.2282  -0.070
C: 2.9925 -1.3040 -4.3731  -0.150
C: 1.6407 -1.5047 -4.5415  -0.163
F: 0.8542 -0.4098 -4.6589  0.086
C: 1.0602 -2.7666 -4.5947  -0.081
C: -0.4015 -2.9421 -4.6723  -0.214
C: -1.1650 -2.1612 -3.8356  -0.191
N: -1.7369 -1.4617 -3.0933  0.072
C: -1.0364 -3.8966 -5.4883  -0.261
N: -1.5750 -4.6669 -6.1651  0.085
F: 3.4386 -0.0320 -4.3881  0.089
C: 5.3218 -2.1301 -4.0101  -0.232
C: 5.7769 -1.0105 -3.2875  -0.258
N: 6.1663 -0.0964 -2.6884  0.109
C: 6.3177 -3.0209 -4.4559  -0.287
N: 7.1580 -3.7360 -4.8127  0.074
F: 0.8449 -1.6426 -1.4992  -0.064
C: 0.1509 -2.1346 -0.3504  -0.347
F: 1.0097 -1.8799 0.7142  -0.006
C: 0.2306 -3.6416 -0.5288  -0.602
F: 1.4767 -4.1242 -0.6878  0.144
F: -0.4917 -4.0586 -1.5727  0.135
F: -0.2822 -4.2576 0.5756  0.090



[2]
DFT (wB97M-V/def2-TZVPD) results for a cluster of 11 separate species, C32H72N2O20P in total.

The total charge is -1. Its gap between HOMO and LUMO is 5.4 eV.

Each line ends with the Löwdin charge.
Geometry (Å):
N: -16.2925 -39.5822 31.0030  0.345
H: -17.2341 -39.8361 30.9147  0.088
H: -15.9531 -39.1025 31.8767  0.162
H: -16.0915 -38.9967 30.2894  0.060
H: -15.7730 -40.3766 30.9404  0.037
N: -12.3307 -38.8968 34.2776  0.305
H: -13.1992 -39.4594 34.2936  0.113
H: -11.9108 -38.7577 35.2457  0.147
H: -12.6425 -37.9607 33.8747  0.133
H: -11.6504 -39.3157 33.8700  0.010
P: -13.1258 -39.5045 31.2167  -0.282
O: -11.6736 -39.4890 31.2314  -0.362
O: -13.5821 -40.6396 32.3352  -0.494
O: -13.8206 -39.8986 30.0057  -0.363
O: -13.6212 -38.2696 31.7983  -0.393
O: -12.6969 -40.8328 36.9967  0.063
C: -13.4586 -41.7890 37.1075  -0.542
O: -13.5228 -42.8781 36.3403  -0.010
C: -12.7612 -42.9354 35.2194  -0.244
C: -12.9342 -44.4068 34.5197  -0.029
C: -14.1773 -41.8825 38.3995  -0.020
H: -11.6741 -42.7277 35.4732  0.138
H: -12.9846 -42.1983 34.4735  0.080
H: -13.9670 -44.5936 34.3648  0.017
H: -12.7142 -45.3056 35.2947  0.107
H: -12.2957 -44.5998 33.5591  0.089
H: -15.2411 -41.8234 38.7312  0.082
H: -13.6821 -41.1784 39.1764  0.103
H: -13.8689 -42.8678 39.0084  0.124
O: -17.8542 -41.0785 32.8909  0.014
C: -17.4235 -42.0373 33.6080  -0.455
O: -18.2173 -42.8518 34.2998  0.009
C: -19.5612 -42.8550 34.0265  -0.284
C: -20.2251 -43.6871 35.0900  -0.092
C: -15.9073 -42.0715 33.8869  0.001
H: -19.9715 -43.1704 33.0451  0.148
H: -19.8630 -41.9398 34.3805  0.092
H: -21.3256 -43.5129 34.9679  0.084
H: -19.9846 -43.5556 36.2106  0.110
H: -20.1075 -44.7550 34.8002  0.077
H: -15.4112 -41.6868 32.9355  0.051
H: -15.5431 -43.0852 33.9206  0.036
H: -15.7153 -41.3863 34.9495  0.174
O: -16.4478 -34.5163 33.0652  0.031
C: -15.1971 -34.2767 33.0885  -0.530
O: -14.6621 -33.7599 34.1825  -0.018
C: -15.5613 -33.3076 35.2940  -0.181
C: -14.8844 -32.3841 36.2552  -0.074
C: -14.2242 -34.6480 32.0956  -0.004
H: -16.0453 -34.1725 35.8565  0.155
H: -16.1996 -32.6935 34.8332  0.067
H: -15.6761 -31.8151 36.7025  0.074
H: -14.2718 -31.6253 35.8201  0.075
H: -14.3148 -32.9908 36.9631  0.068
H: -14.7270 -34.4524 31.1692  0.076
H: -13.7181 -35.7201 32.0696  0.124
H: -13.3722 -33.9822 31.8222  0.101
O: -10.6936 -45.3616 30.6362  0.133
C: -11.3902 -44.4590 30.8382  -0.492
O: -12.8213 -44.5051 30.7167  -0.055
C: -13.5925 -43.3674 30.9350  -0.271
C: -15.1352 -43.7739 30.7562  -0.044
C: -10.8925 -43.0688 31.2906  0.027
H: -13.5134 -42.5942 30.0670  0.142
H: -13.4523 -43.0526 31.8248  0.000
H: -15.6517 -44.0063 31.8070  0.080
H: -15.3052 -44.5812 30.0079  0.071
H: -15.6562 -42.7693 30.5433  0.065
H: -9.8395 -43.0608 31.2257  0.059
H: -10.8993 -43.0205 32.4570  0.115
H: -11.4165 -42.2063 30.8900  0.058
O: -14.4243 -34.9612 27.6051  0.104
C: -13.7978 -35.8070 28.1251  -0.573
O: -12.4734 -35.8318 28.1217  -0.016
C: -11.7405 -36.7970 28.9759  -0.159
C: -10.2561 -36.4372 28.8657  -0.042
C: -14.5075 -37.0896 28.6456  0.007
H: -11.8934 -37.7888 28.6280  0.097
H: -12.1471 -36.5263 29.9838  0.124
H: -10.0235 -35.5349 29.1949  0.019
H: -9.9467 -36.5187 27.7180  0.124
H: -9.7983 -37.2892 29.2104  0.045
H: -14.4467 -37.0329 29.7917  0.088
H: -14.2082 -38.0807 28.4910  0.020
H: -15.5305 -37.2262 28.3360  0.060
O: -9.6679 -40.5788 27.0057  0.139
C: -10.7757 -40.2505 26.8783  -0.561
O: -11.3624 -39.4344 25.9953  -0.033
C: -10.6282 -38.8459 24.9774  -0.259
C: -11.5571 -37.8432 24.2566  -0.049
C: -11.7799 -40.7641 27.9177  0.025
H: -10.2321 -39.7338 24.3350  0.150
H: -9.6867 -38.4528 25.3818  0.114
H: -11.8827 -36.9333 24.7544  0.075
H: -12.3559 -38.5656 23.8834  0.108
H: -11.0125 -37.3234 23.5488  0.032
H: -11.8066 -41.8454 27.9490  0.088
H: -12.7479 -40.1845 27.7381  0.087
H: -11.5046 -40.5633 28.8517  0.000
O: -17.5604 -38.9275 27.4674  0.109
C: -17.2614 -39.9911 27.9862  -0.501
O: -18.0535 -40.7585 28.7745  -0.042
C: -19.3928 -40.4835 28.8564  -0.223
C: -19.9461 -41.6685 29.7095  -0.025
C: -16.0693 -40.7822 27.5986  0.035
H: -19.8723 -40.6783 27.8663  0.127
H: -19.7787 -39.4100 29.0165  0.155
H: -20.9585 -41.6531 29.6114  0.047
H: -19.8683 -41.5353 30.7264  0.039
H: -19.6404 -42.5547 29.4544  0.028
H: -16.2104 -41.4384 26.8115  0.079
H: -15.8764 -41.5127 28.2676  0.030
H: -15.0863 -40.2753 27.7232  0.095
O: -9.5267 -34.8777 33.8536  0.086
C: -10.2688 -35.8587 33.8548  -0.413
O: -11.2235 -36.1291 34.8045  -0.049
C: -11.3921 -35.3139 35.8849  -0.336
C: -12.5400 -35.7877 36.7192  -0.076
C: -10.3268 -36.9277 32.7170  0.049
H: -11.6900 -34.2557 35.5866  0.139
H: -10.4449 -35.2061 36.5268  0.149
H: -13.3834 -35.6633 35.9395  0.103
H: -12.7766 -35.2312 37.6747  0.100
H: -12.2340 -36.8076 36.8510  0.055
H: -11.1278 -37.1735 32.2878  -0.043
H: -9.8055 -37.6992 33.2117  0.083
H: -9.8340 -36.6364 31.7732  0.103